A 12-piece molecular cluster, C59H118NO15S5 overall at a distorted geometry, computed with ωB97M-V/def2-TZVPD.

The geometry in XYZ format:
```
198
C59H118NO15S5 (ωB97M-V/def2-TZVPD)
C -20.05579 24.53224 9.04559
C -20.40791 24.95165 7.67279
C -21.84312 24.61851 7.41087
N -22.37546 25.27752 6.25298
C -21.85094 24.85101 4.96304
C -22.28269 26.78188 6.44973
C -23.32797 27.37431 5.54874
C -24.51730 26.36257 5.63900
C -23.88396 25.10741 6.22430
H -19.00725 24.78199 9.25408
H -20.14854 23.46299 9.20744
H -20.61282 25.11125 9.79038
H -19.74530 24.52159 6.91959
H -20.22268 26.03187 7.64648
H -22.37284 25.02266 8.27472
H -22.02811 23.55122 7.37028
H -22.32811 25.46449 4.22799
H -22.06442 23.78570 4.95904
H -20.77298 24.97530 4.99800
H -21.26503 27.05800 6.14446
H -22.35308 27.01811 7.50858
H -22.93578 27.57002 4.55207
H -23.68957 28.33434 5.92260
H -24.94119 26.20859 4.65169
H -25.32739 26.68282 6.28988
H -24.12077 24.18627 5.69639
H -24.17298 24.98333 7.25277
O -23.89283 23.70660 2.94373
S -24.29849 22.49140 2.34358
O -23.34935 21.50621 2.05619
O -25.43901 21.82590 3.19732
C -25.16674 21.48298 4.58901
C -24.52234 20.08291 4.78557
C -25.31677 22.79144 0.95680
H -26.15039 21.46424 5.07226
H -24.55642 22.23620 5.10783
H -23.53223 20.10849 4.31635
H -25.06748 19.32974 4.21811
H -24.35852 19.93024 5.84858
H -24.67842 23.15589 0.15781
H -26.13726 23.43518 1.23456
H -25.70542 21.81825 0.66209
O -26.41686 23.90973 8.03376
S -25.67033 22.75345 8.42153
O -24.36024 22.57020 8.01951
O -25.64492 22.58654 9.97184
C -26.82022 23.01924 10.69882
C -26.52521 22.81575 12.14569
C -26.61568 21.35543 7.95373
H -27.67048 22.42235 10.36116
H -27.02731 24.06671 10.48115
H -27.29139 23.30949 12.73948
H -25.56439 23.26226 12.38882
H -26.53016 21.75665 12.39023
H -27.56816 21.31522 8.46637
H -26.03340 20.44504 7.96710
H -26.87365 21.56285 6.90580
O -21.67120 21.04835 5.71653
S -21.20951 20.64547 6.98202
O -20.49076 21.50745 7.81305
O -22.44357 20.15747 7.77855
C -22.30209 19.80130 9.15770
C -22.21268 20.97996 10.11534
C -20.28694 19.15287 6.88628
H -21.46931 19.09695 9.33291
H -23.18036 19.17992 9.35886
H -22.25123 20.58526 11.13040
H -22.98321 21.70169 9.86746
H -21.23526 21.44851 10.01344
H -19.61596 19.28992 6.04244
H -20.92853 18.29547 6.76640
H -19.71782 19.12863 7.80672
O -17.16184 25.53760 6.79206
S -17.32546 26.29437 5.61390
O -18.42831 26.10509 4.72610
O -17.35249 27.75412 6.11246
C -17.66235 28.80510 5.12262
C -19.06787 29.33889 5.36268
C -15.85125 26.28660 4.66937
H -17.68736 28.34823 4.11908
H -16.86181 29.53482 5.17107
H -19.32901 30.03893 4.56635
H -19.05534 29.91877 6.29267
H -19.79821 28.54768 5.46096
H -15.77813 27.15598 4.04415
H -15.77586 25.33509 4.14602
H -15.07762 26.22425 5.43691
O -18.76682 23.07087 0.84086
S -17.86522 22.01178 0.65305
O -16.74533 22.15026 -0.15518
O -17.33424 21.60446 2.06328
C -18.24260 21.63601 3.20578
C -18.04332 22.90991 3.92413
C -18.67084 20.55093 0.14261
H -17.95728 20.79836 3.83814
H -19.28622 21.50328 2.89901
H -18.61730 22.95653 4.86344
H -18.23110 23.77595 3.30873
H -17.01085 22.91898 4.29734
H -19.17392 20.08679 0.97953
H -17.93496 19.88689 -0.28432
H -19.39666 20.86805 -0.59649
C -23.45508 28.00316 1.99978
C -22.50365 28.94162 2.27368
C -21.19158 28.55482 2.35266
C -20.81231 27.24479 2.18189
C -21.78724 26.28390 1.96549
C -23.09926 26.69146 1.82676
H -24.51016 28.23854 1.87479
H -22.79719 29.97191 2.40674
H -20.47790 29.35833 2.53365
H -19.78216 26.91438 2.27013
H -21.60902 25.22532 1.80132
H -23.83032 25.94981 1.52425
C -27.39047 24.18401 4.57990
C -28.36006 24.54221 5.46430
C -29.04914 25.73645 5.28479
C -28.68160 26.60216 4.27507
C -27.65810 26.27778 3.43494
C -27.00485 25.05725 3.59212
H -26.88333 23.23085 4.64139
H -28.62840 23.89610 6.29328
H -29.84382 26.02787 5.96042
H -29.24277 27.52197 4.14155
H -27.36862 26.96238 2.64534
H -26.22536 24.77470 2.88744
C -23.21077 28.20469 10.44029
C -24.17303 27.74749 9.54451
C -24.50914 26.39394 9.52012
C -23.84412 25.53099 10.40033
C -22.87342 25.98381 11.29304
C -22.60203 27.32892 11.34743
H -22.88899 29.24302 10.44451
H -24.72227 28.42104 8.88452
H -25.27055 26.03008 8.84346
H -24.06501 24.45880 10.41662
H -22.47748 25.29902 12.03200
H -21.88868 27.72538 12.06196
C -14.46163 23.39247 11.34795
C -15.60118 24.12086 12.00424
C -16.97548 23.78299 11.46072
C -17.45099 22.35070 11.73520
C -18.85359 22.14308 11.31598
C -19.87745 22.95995 12.08801
H -14.29368 23.71891 10.31166
H -14.59887 22.30922 11.29656
H -13.52106 23.58348 11.87124
H -15.59767 23.87161 13.07755
H -15.45453 25.20233 11.96130
H -17.06740 24.10348 10.40686
H -17.68757 24.48560 11.94292
H -16.76269 21.69176 11.19713
H -17.31792 22.19451 12.81194
H -18.95292 22.19068 10.22683
H -19.09015 21.07592 11.51209
H -19.56856 23.06632 13.13041
H -19.95866 23.95858 11.64112
H -20.87221 22.52182 12.07879
C -23.68193 32.09309 9.28764
C -23.77298 31.91629 7.83007
C -22.69469 30.94136 7.29645
C -22.66004 30.87282 5.79021
C -22.36678 32.18106 5.08966
C -21.00476 32.75715 5.40688
H -23.88457 31.16352 9.82543
H -24.36370 32.85212 9.66219
H -22.65740 32.38144 9.55550
H -24.73922 31.45781 7.56329
H -23.68810 32.84694 7.27138
H -22.87171 29.93183 7.69715
H -21.68938 31.26069 7.61627
H -21.90500 30.17172 5.40043
H -23.62326 30.51682 5.38595
H -22.45665 32.06477 4.00582
H -23.07854 32.97346 5.34747
H -20.87533 32.84774 6.48403
H -20.21218 32.10281 5.03858
H -20.94126 33.73253 4.93672
C -20.42907 28.58876 8.49528
C -20.07790 29.58964 9.62867
C -18.87033 30.53128 9.36310
C -17.55257 29.82114 9.01095
C -16.44484 30.78856 8.67049
C -15.22113 30.05971 8.27203
H -20.91335 29.16945 7.69242
H -21.17525 27.86096 8.83384
H -19.60516 28.04758 8.02132
H -20.96598 30.24362 9.73954
H -20.03426 29.10538 10.61934
H -18.71458 31.19603 10.22538
H -19.13652 31.20190 8.52240
H -17.35104 29.04226 9.75292
H -17.83123 29.25422 8.10400
H -16.78692 31.41685 7.84940
H -16.21232 31.38811 9.54994
H -15.33921 29.40094 7.40866
H -14.38850 30.74246 8.08215
H -14.91268 29.40831 9.09817
```

LUMO level: -1.56 eV
orbital gap: 9.6339 eV
net charge: +1
E_HOMO: -11.20 eV
E_tot: -5492.88288 a.u.